Record 1
This record from the Open Molecules 2025 dataset describes a structure of composition C4H2NdO2 at a distorted geometry. The level of theory is the ωB97M-V functional and the def2-TZVPD basis.

CARTESIAN COORDINATES (ANGSTROEM)
H: -3.0897 -0.8611 -0.8083
O: -3.2272 1.1226 -0.3171
C: -2.6560 0.0631 -0.3580
C: -1.2129 -0.0602 -0.1881
C: -0.0468 -0.1815 0.1334
C: 1.3313 -0.1958 0.5190
O: 2.2206 0.1774 -0.2350
Nd: 5.1325 0.4730 -0.2924
H: 1.5481 -0.5376 1.5464

Calculated total energy (Eh): -864.713734
Energy above the lowest of the compared OMol25 structures with the same formula, charge and spin (kcal per mole): 0.0
⟨S²⟩: 6.003
Largest force on an atom (Eh/bohr): 0.0439
Charge: +2
Frontier orbital gap (alpha / beta) (eV): 5.8638 / 5.9922
Multiplicity: 5

=====

Record 2
This record from the Open Molecules 2025 dataset describes an isolated molecule of C5H9NO. The level of theory is the ωB97M-V functional and the def2-TZVPD basis.

CARTESIAN COORDINATES (ANGSTROEM)
N: 0.1288 1.5149 2.0943
C: -0.2498 0.7299 1.1777
C: -0.5845 1.1787 -0.2200
C: 0.3328 0.4683 -1.2394
C: 0.7043 -0.9425 -0.7402
C: -0.3328 -1.4531 0.2508
O: -0.3624 -0.6121 1.4051
H: 0.3425 0.9525 2.9216
H: -1.6348 0.9295 -0.4240
H: -0.4881 2.2650 -0.2675
H: 1.2423 1.0615 -1.3787
H: -0.1651 0.4191 -2.2143
H: 0.8104 -1.6527 -1.5677
H: 1.6696 -0.9089 -0.2201
H: -0.0825 -2.4469 0.6285
H: -1.3307 -1.5032 -0.2060

Calculated total energy (Eh): -325.905618
Energy above the lowest of the compared OMol25 structures with the same formula, charge and spin (kcal per mole): 20.0
Largest force on an atom (Eh/bohr): 0.0062
Frontier orbital gap (eV): 10.6728
SMILES: [H]/N=C1/CCCCO1
Multiplicity: 1

=====

Record 3
This record from the Open Molecules 2025 dataset describes the ion C27H56NO2 with charge +1. The level of theory is the ωB97M-V functional and the def2-TZVPD basis.

CARTESIAN COORDINATES (ANGSTROEM)
C: 2.6637 -1.0204 2.8692
C: 3.7872 -1.8536 2.2501
C: 3.3505 -3.2726 1.8880
C: 2.1985 -3.3668 0.8774
C: 2.2759 -2.3955 -0.2998
C: 3.3241 -2.7706 -1.3574
C: 3.7780 -1.5537 -2.1757
C: 5.0459 -0.8708 -1.6307
C: 5.0097 0.6548 -1.7040
C: 3.8784 1.2549 -0.8629
C: 4.2146 2.6212 -0.2657
C: 3.0165 3.2568 0.4317
C: 1.8779 3.6484 -0.5053
C: 0.8398 4.5553 0.1538
C: -0.5158 4.4764 -0.5552
C: -1.3856 3.3979 0.0898
C: -2.5666 2.9707 -0.7777
C: -3.4814 1.9245 -0.1468
N: -2.6852 0.8410 0.5191
C: -2.5124 0.9982 2.0141
C: -3.0776 -0.2675 2.6840
C: -3.8798 -0.9733 1.5859
C: -3.1340 -0.6442 0.3022
C: -1.8275 -1.4306 0.2186
C: -1.0791 -1.2562 -1.1009
O: -3.7824 -0.7875 -0.9121
C: -5.2072 -0.8478 -0.9861
C: -5.7761 -2.2845 -0.7633
C: -6.6691 -2.7120 -1.9207
O: -4.7334 -3.2191 -0.5320
H: 1.9680 -0.6462 2.1120
H: 2.1020 -1.6034 3.6035
H: 3.0699 -0.1482 3.3856
H: 4.1706 -1.3409 1.3640
H: 4.6145 -1.9168 2.9606
H: 4.2122 -3.8431 1.5307
H: 3.0313 -3.7635 2.8135
H: 2.1862 -4.3809 0.4627
H: 1.2431 -3.2458 1.3990
H: 1.2979 -2.3821 -0.7963
H: 2.4468 -1.3707 0.0458
H: 4.1897 -3.2427 -0.8823
H: 2.8737 -3.5088 -2.0258
H: 3.9502 -1.8517 -3.2123
H: 2.9496 -0.8367 -2.1888
H: 5.9072 -1.2458 -2.1886
H: 5.1976 -1.1577 -0.5841
H: 5.9574 1.0506 -1.3232
H: 4.9445 0.9815 -2.7467
H: 3.6663 0.5639 -0.0365
H: 2.9658 1.3450 -1.4583
H: 5.0155 2.4930 0.4691
H: 4.6171 3.2766 -1.0460
H: 3.3304 4.1329 1.0068
H: 2.6246 2.5257 1.1513
H: 2.2713 4.1340 -1.4049
H: 1.3661 2.7406 -0.8504
H: 1.2037 5.5841 0.1876
H: 0.7190 4.2457 1.1995
H: -0.3606 4.2096 -1.6061
H: -1.0344 5.4374 -0.5433
H: -0.7205 2.5406 0.2742
H: -1.7337 3.7416 1.0699
H: -3.1842 3.8466 -0.9919
H: -2.2018 2.6017 -1.7414
H: -4.0901 1.4588 -0.9114
H: -4.1492 2.3618 0.5953
H: -1.7510 0.8867 0.1147
H: -3.0713 1.8748 2.3309
H: -1.4621 1.1818 2.2297
H: -2.2795 -0.8991 3.0673
H: -3.7328 0.0348 3.4977
H: -3.9288 -2.0521 1.7008
H: -4.9035 -0.6000 1.5957
H: -2.0742 -2.4806 0.3812
H: -1.1657 -1.1279 1.0364
H: -0.7150 -0.2335 -1.2550
H: -0.1897 -1.8863 -1.0889
H: -1.6900 -1.5459 -1.9533
H: -5.6721 -0.1411 -0.2939
H: -5.4430 -0.5063 -1.9945
H: -6.3569 -2.2846 0.1617
H: -6.7308 -3.8012 -1.9455
H: -7.6851 -2.3340 -1.8056
H: -6.2742 -2.3658 -2.8782
H: -4.4391 -3.5794 -1.3819

Calculated total energy (Eh): -1267.377749
Energy above the lowest of the compared OMol25 structures with the same formula, charge and spin (kcal per mole): 0.0
Largest force on an atom (Eh/bohr): 0.0125
Charge: +1
Frontier orbital gap (eV): 10.4081
SMILES: CCCCCCCCCCCCCCCCCC[N@H+]1CCC[C@@]1(CC)OC[C@@H](C)O
Multiplicity: 1